The following is a DFT calculation (ωB97M-V/def2-TZVPD) of a structure of composition C15H23N3OS at a distorted geometry.

The geometry in XYZ format:
```
43
Properties=species:S:1:pos:R:3:nbo_charge:R:1
C -5.0899 -1.2562 -0.3884 -0.538
C -5.0862 0.1899 -0.9305 -0.090
O -3.8771 1.0185 -0.8763 -0.542
C -3.5312 1.2329 0.4225 -0.088
C -2.4323 0.1806 0.7914 -0.384
H -2.8496 -0.7661 1.0364 0.210
H -2.2532 0.5420 2.1134 0.192
C -1.2731 0.4830 -0.1146 -0.244
N -0.2760 -0.4715 0.2345 -0.460
C 0.7315 -0.2735 1.2719 0.279
N 1.5214 -1.0001 1.6144 -0.557
H 2.1958 -0.8354 2.1451 0.383
C 1.6893 -2.6454 0.7727 0.013
N 1.0944 -2.2976 -0.3832 -0.480
C -0.2457 -1.8203 -0.4388 0.062
H -0.9325 -2.5335 0.3939 0.139
H -0.6344 -1.8562 -1.2554 0.161
C 1.8878 -1.8843 -1.3934 -0.208
C 2.4083 -0.2726 -1.3703 0.013
C 1.4945 0.6694 -1.7517 -0.268
C 1.7756 1.9503 -1.7403 -0.179
C 2.7923 2.3981 -0.7138 -0.116
C 3.7033 1.4269 -0.2689 -0.174
C 3.3459 0.0306 -0.3716 -0.250
H 4.0377 -0.6178 -0.3612 0.176
H 4.6470 1.6007 0.2700 0.206
H 3.1455 3.1573 -0.6857 0.132
H 1.2352 2.8842 -2.1150 0.225
H 0.5936 0.3210 -2.3698 0.197
H 2.8570 -2.4932 -1.4340 0.202
H 1.3931 -1.8584 -2.4637 0.203
H 1.0989 -3.2652 1.3287 0.199
H 2.7455 -2.7222 0.8199 0.218
S 0.7615 1.0972 2.0489 -0.316
H -0.8512 1.3966 0.0884 0.246
H -1.5387 0.4979 -0.9824 0.189
H -4.3951 1.2579 0.9876 0.173
H -3.2084 2.3108 0.6490 0.182
H -6.0443 0.7541 -0.3342 0.143
H -5.6247 0.3630 -1.8913 0.211
H -4.9019 -1.3980 0.7609 0.201
H -4.4581 -1.6799 -0.7452 0.131
H -6.1644 -1.8147 -0.6848 0.207
```

The energy above the lowest of the compared OMol25 structures with the same formula, charge and spin is 17.696 eV. As for the LUMO energy: 0.490 eV. The total energy comes out at -33264.7996 eV.